Record 1
A molecular structure, C23H21F6N2O3P2V, computed with ωB97M-V with the def2-TZVPD basis set.

```
! RIJCOSX wB97M-V def2-TZVPD def2/J DEFGRID3
* xyz 2 1
V 0.118 -0.530 0.861
C 2.750 -0.367 5.044
C 2.099 -0.755 3.766
N 0.993 -1.399 3.687
O 0.227 -1.827 4.705
C 2.743 -0.459 2.434
C 4.208 -0.349 2.205
N 1.870 -0.453 1.516
O 1.889 -0.492 0.203
H 2.055 -0.290 5.879
H 3.248 0.595 4.930
H 3.511 -1.111 5.302
H 0.596 -1.490 5.540
H 4.757 -0.313 3.143
H 4.425 0.550 1.628
H 4.556 -1.210 1.630
C -4.536 -1.488 -2.677
C -4.320 -0.144 -2.404
C -3.060 0.294 -2.025
C -2.018 -0.627 -1.940
C -2.235 -1.982 -2.204
C -3.498 -2.407 -2.577
P -0.374 -0.131 -1.487
C 0.722 -0.094 -2.888
C 0.254 -0.527 -4.130
C 1.081 -0.425 -5.239
C 2.361 0.093 -5.106
C 2.827 0.521 -3.868
C 2.014 0.431 -2.755
C -0.326 1.483 -0.647
C -0.542 2.727 -1.241
C -0.428 3.864 -0.458
C -0.106 3.782 0.899
C 0.117 2.556 1.506
C 0.001 1.431 0.709
H -5.523 -1.825 -2.964
H -5.134 0.563 -2.482
H -2.902 1.339 -1.793
H -1.427 -2.700 -2.121
H -3.675 -3.453 -2.784
H -0.745 -0.927 -4.236
H 0.721 -0.746 -6.207
H 3.000 0.171 -5.976
H 3.824 0.931 -3.777
H 2.372 0.781 -1.796
H -0.776 2.801 -2.295
H -0.590 4.835 -0.908
H -0.036 4.689 1.486
H 0.341 2.494 2.563
O 0.451 -3.101 2.130
C 0.406 -1.948 2.287
F -1.617 -1.219 0.856
P -2.766 -0.440 2.228
F -2.775 0.805 1.270
F -2.440 -1.765 3.006
F -1.224 0.095 2.723
F -3.945 -1.099 1.465
F -3.519 0.261 3.380
*
```

For the HOMO energy (alpha / beta), the calculation gives -14.702 / -14.697 eV. Its HOMO-LUMO gap (alpha / beta) is 6.2 / 6.2 eV. Its energy relative to the best compared isomer or geometry (same formula, charge and spin) is 98.8 kcal/mol.

---

Record 2
A molecular structure, C23H21FN4O7Sr, computed with ωB97M-V with the def2-TZVPD basis set.

```
! RIJCOSX wB97M-V def2-TZVPD def2/J DEFGRID3
* xyz 0 1
Sr -0.782 -4.698 -1.586
O -2.960 -7.297 1.444
C -2.272 -6.494 0.827
O -1.893 -6.546 -0.393
C -1.796 -5.250 1.602
C -2.228 -4.971 2.890
C -1.777 -3.809 3.495
C -0.914 -2.961 2.812
C -0.520 -3.317 1.533
N -0.960 -4.438 0.962
C 0.404 -2.445 0.670
O 0.717 -1.336 1.136
O 0.725 -2.939 -0.448
H -2.903 -5.664 3.372
H -2.101 -3.559 4.499
H -0.543 -2.038 3.235
C 0.790 2.607 -4.247
C 1.401 1.325 -3.700
N 0.424 0.457 -3.056
C 0.058 -0.706 -3.667
C -0.832 -1.595 -3.181
C -0.886 -3.021 -3.681
O -1.978 -3.627 -3.578
O 0.230 -3.573 -3.850
C -1.433 -1.361 -1.883
O -2.088 -2.176 -1.239
C -1.063 -0.081 -1.249
C -1.578 0.172 0.017
C -1.072 1.201 0.749
F -1.552 1.455 1.991
C -0.005 1.962 0.281
C 0.450 1.775 -1.007
C -0.084 0.752 -1.800
N 0.703 2.842 1.158
C 0.228 4.200 1.332
C 1.471 5.082 1.577
N 2.596 4.164 1.974
C 2.156 3.218 3.054
C 1.123 2.259 2.427
H 1.558 3.222 -4.717
H 0.315 3.190 -3.457
H 0.031 2.373 -4.994
H 2.208 1.539 -2.996
H 1.847 0.749 -4.509
H 0.598 -0.937 -4.577
H -2.317 -0.506 0.424
H 1.292 2.366 -1.339
H -0.475 4.292 2.171
H -0.286 4.529 0.432
H 1.335 5.800 2.382
H 1.791 5.603 0.677
H 3.425 4.689 2.242
H 2.800 3.589 1.152
H 1.733 3.833 3.846
H 3.032 2.699 3.435
H 0.301 2.123 3.133
H 1.558 1.280 2.223
*
```

For the HOMO energy, the calculation gives -7.787 eV. Its HOMO-LUMO gap is 6.3 eV. Its energy relative to the best compared isomer or geometry (same formula, charge and spin) is 1.8 kcal/mol.

---

Record 3
A molecular structure, C23H21FeN3O3S, computed with ωB97M-V with the def2-TZVPD basis set.

```
! RIJCOSX wB97M-V def2-TZVPD def2/J DEFGRID3
* xyz 0 5
Fe 0.099 0.859 0.472
O -0.133 -0.809 -0.400
C 0.703 -1.349 -1.416
C 1.771 -0.169 -1.520
O 2.724 -0.274 -2.351
O 1.522 0.790 -0.706
C -0.113 -1.518 -2.713
C -1.521 -1.503 -2.721
C -2.251 -1.684 -3.901
C -1.591 -1.885 -5.108
C -0.202 -1.898 -5.134
C 0.524 -1.716 -3.953
C 1.328 -2.666 -0.916
C 2.440 -3.237 -1.562
C 3.001 -4.445 -1.137
C 2.463 -5.119 -0.047
C 1.369 -4.579 0.619
C 0.810 -3.369 0.190
H -1.085 -1.403 -0.019
H -2.077 -1.322 -1.808
H -3.336 -1.653 -3.872
H -2.155 -2.017 -6.026
H 0.330 -2.036 -6.071
H 1.611 -1.706 -4.014
H 2.903 -2.724 -2.404
H 3.867 -4.844 -1.658
H 2.904 -6.052 0.289
H 0.952 -5.087 1.484
H -0.026 -2.972 0.755
C -3.959 0.908 3.737
N -2.867 1.817 3.443
C -2.706 3.016 4.075
C -1.622 3.623 3.596
N -0.993 2.857 2.609
C -1.807 1.618 2.472
S -1.751 0.221 1.542
C 0.214 3.288 1.920
C 0.791 4.526 2.246
C 1.952 4.982 1.609
C 2.547 4.199 0.639
C 1.947 2.996 0.354
N 0.826 2.552 0.966
H -4.607 1.321 4.516
H -3.550 -0.047 4.079
H -4.546 0.745 2.829
H -3.386 3.365 4.838
H -1.275 4.586 3.930
H 0.374 5.185 2.995
H 2.380 5.944 1.877
H 3.445 4.515 0.123
H 2.355 2.325 -0.397
H -0.596 1.844 1.651
*
```

For the HOMO energy (alpha / beta), the calculation gives -4.953 / -7.632 eV. Its HOMO-LUMO gap (alpha / beta) is 5.3 / 7.9 eV. As for the expectation value of S²: 6.214.

---

Record 4
A single C23H21N5O6 molecule, computed with ωB97M-V with the def2-TZVPD basis set.

```
! RIJCOSX wB97M-V def2-TZVPD def2/J DEFGRID3
* xyz 0 1
C -3.660 5.826 3.520
O -3.532 4.544 2.961
C -3.057 3.596 3.881
C -2.956 2.241 3.244
C -3.349 2.014 1.935
C -3.234 0.736 1.396
C -3.627 0.424 -0.007
N -2.765 -0.280 2.112
C -2.388 -0.088 3.358
O -1.894 -1.138 4.040
C -1.962 -2.378 3.355
C -1.240 -2.367 2.002
O -1.610 -2.999 1.049
N -0.096 -1.613 2.041
N 0.675 -1.453 0.962
C 1.710 -0.713 1.030
C 2.556 -0.539 -0.108
C 3.715 0.197 -0.264
C 4.131 -0.003 -1.586
C 3.204 -0.850 -2.167
C 3.148 -1.385 -3.515
C 4.114 -0.962 -4.427
C 4.118 -1.438 -5.727
N 5.128 -0.981 -6.642
O 5.948 -0.186 -6.229
O 5.102 -1.416 -7.774
C 3.158 -2.349 -6.155
C 2.202 -2.767 -5.254
C 2.168 -2.310 -3.939
C 1.100 -2.818 -3.031
O 2.260 -1.165 -1.262
C -2.450 1.168 3.990
C -2.003 1.325 5.315
N -1.626 1.463 6.390
H -2.694 6.202 3.880
H -4.370 5.827 4.356
H -4.029 6.473 2.728
H -2.066 3.894 4.266
H -3.731 3.534 4.753
H -3.734 2.831 1.350
H -3.230 1.170 -0.691
H -4.713 0.429 -0.096
H -3.257 -0.562 -0.274
H -1.492 -3.105 4.022
H -3.003 -2.663 3.173
H 0.148 -1.131 2.911
H 2.007 -0.183 1.944
H 4.196 0.797 0.482
H 5.001 0.421 -2.041
H 4.875 -0.254 -4.140
H 3.179 -2.708 -7.172
H 1.452 -3.475 -5.576
H 1.530 -3.297 -2.154
H 0.479 -2.002 -2.667
H 0.468 -3.535 -3.548
*
```

For the HOMO energy, the calculation gives -7.962 eV. Its HOMO-LUMO gap is 7.5 eV. The structure (SMILES) is COCc1cc(C)nc(OCC(=O)N/N=C/c2ccc(-c3cc([N+](=O)[O-])ccc3C)o2)c1C#N. Its energy relative to the best compared isomer or geometry (same formula, charge and spin) is 64.7 kcal/mol.

---

Record 5
A molecular structure, C23H21N6OReS, computed with ωB97M-V with the def2-TZVPD basis set.

```
! RIJCOSX wB97M-V def2-TZVPD def2/J DEFGRID3
* xyz 3 2
Re 0.413 0.432 -0.203
C -2.002 3.628 1.378
C -0.967 2.795 0.736
N -1.061 1.503 0.596
N -2.301 0.894 0.681
C -2.351 -0.023 -0.231
O -1.171 -0.275 -0.922
C -3.501 -0.821 -0.561
C -3.429 -1.770 -1.591
C -4.550 -2.510 -1.910
C -5.734 -2.312 -1.208
C -5.808 -1.372 -0.182
C -4.699 -0.621 0.144
C 0.183 3.354 0.006
C 0.491 4.689 -0.061
C 1.439 5.112 -1.002
C 2.022 4.184 -1.841
C 1.689 2.841 -1.694
N 0.802 2.431 -0.788
H -2.743 3.016 1.881
H -2.497 4.249 0.626
H -1.527 4.306 2.092
H -2.508 -1.914 -2.140
H -4.509 -3.238 -2.708
H -6.611 -2.892 -1.463
H -6.736 -1.225 0.353
H -4.748 0.119 0.931
H -0.007 5.403 0.580
H 1.691 6.162 -1.081
H 2.731 4.477 -2.602
H 2.146 2.078 -2.310
C 5.475 0.416 0.180
N 4.544 -0.715 0.053
C 4.878 -1.951 -0.476
C 3.778 -2.725 -0.436
N 2.762 -1.952 0.121
C 3.261 -0.726 0.402
S 2.387 0.631 1.057
C 1.541 -2.452 0.653
C 1.506 -3.736 1.156
C 0.338 -4.187 1.749
C -0.730 -3.312 1.862
C -0.608 -2.043 1.343
N 0.499 -1.608 0.700
H 6.479 0.015 0.285
H 5.231 0.991 1.068
H 5.422 1.041 -0.709
H 5.870 -2.163 -0.836
H 3.617 -3.738 -0.762
H 2.387 -4.360 1.121
H 0.283 -5.191 2.149
H -1.649 -3.598 2.354
H -1.416 -1.338 1.454
*
```

For the HOMO energy (alpha / beta), the calculation gives -16.732 / -16.760 eV. Its HOMO-LUMO gap (alpha / beta) is 5.1 / 5.2 eV. Its energy relative to the best compared isomer or geometry (same formula, charge and spin) is 28.8 kcal/mol. As for the expectation value of S²: 0.769.

---

Record 6
A molecular structure, C23H21N9STc, computed with ωB97M-V with the def2-TZVPD basis set.

```
! RIJCOSX wB97M-V def2-TZVPD def2/J DEFGRID3
* xyz 4 2
Tc -0.183 0.373 -0.126
C 4.437 -1.140 2.622
C 4.812 -1.331 1.294
C 3.934 -1.031 0.272
C 2.663 -0.540 0.598
C 2.284 -0.345 1.928
C 3.176 -0.645 2.940
N 1.733 -0.214 -0.418
N 2.115 -0.330 -1.607
C 1.155 0.048 -2.553
C 1.423 -0.070 -3.894
C 0.446 0.349 -4.800
C -0.759 0.868 -4.337
C -0.973 0.951 -2.980
N -0.030 0.549 -2.093
H 5.136 -1.376 3.414
H 5.796 -1.713 1.058
H 4.221 -1.174 -0.759
H 1.311 0.059 2.181
H 2.899 -0.491 3.973
H 2.372 -0.475 -4.216
H 0.631 0.271 -5.864
H -1.525 1.209 -5.020
H -1.888 1.353 -2.561
N 1.934 5.300 1.866
C 0.619 5.336 1.967
N -0.027 6.382 2.420
N -0.169 4.278 1.594
C 0.021 3.150 1.163
N 0.035 2.025 0.750
H 2.507 6.094 2.120
H 2.409 4.488 1.510
H 0.445 7.222 2.725
H -1.036 6.364 2.462
S -2.167 -5.330 2.610
C -1.831 -3.687 1.979
C -1.909 -2.489 2.684
C -1.422 -1.331 2.109
N -0.842 -1.326 0.895
C -0.767 -2.481 0.207
C -1.260 -3.668 0.705
C -3.831 -5.377 3.232
C -4.683 -6.331 2.750
C -5.947 -6.514 3.404
N -6.370 -5.830 4.491
C -5.553 -4.948 4.973
C -4.244 -4.671 4.392
H -2.310 -2.430 3.684
H -1.463 -0.389 2.641
H -0.281 -2.457 -0.764
H -1.173 -4.568 0.114
H -4.418 -6.933 1.890
H -6.664 -7.234 3.021
H -5.874 -4.425 5.869
H -3.572 -3.979 4.881
*
```

For the HOMO energy (alpha / beta), the calculation gives -19.180 / -19.200 eV. Its HOMO-LUMO gap (alpha / beta) is 6.1 / 4.7 eV. As for the expectation value of S²: 0.776.